No. 1
DFT (ωB97M-V/def2-TZVPD) results for a structure of composition C26H23AsAuO7P2S6Te.

```
67
Properties=species:S:1:pos:R:3:lowdin_charge:R:1
Au 1.088 -1.194 0.910 0.585
O 2.617 -2.030 -1.831 -0.203
P 3.441 -3.021 -0.806 0.159
O 4.527 -3.673 -1.562 -0.318
O 3.625 -2.248 0.451 -0.380
O 2.298 -4.180 -0.517 -0.270
P 0.848 -4.223 0.111 0.161
O -0.097 -3.607 -1.075 -0.269
O 0.444 -5.615 0.387 -0.301
O 0.706 -3.209 1.247 -0.483
H 2.805 -2.327 -2.730 0.066
H -0.520 -4.344 -1.534 0.062
Te -2.018 -1.370 -0.111 1.099
C -2.969 0.484 0.109 -0.945
C -3.927 1.040 -0.693 -0.246
C -4.279 2.362 -0.305 -0.201
C -3.584 2.783 0.790 -0.417
S -2.492 1.587 1.332 0.931
H -4.369 0.513 -1.527 0.101
H -5.027 2.962 -0.804 0.099
H -3.676 3.726 1.306 0.063
C -1.929 -5.535 2.207 -0.376
S -2.819 -5.349 0.641 0.835
C -4.184 -4.355 1.127 -1.005
C -4.151 -3.110 1.638 -1.097
S -2.683 -2.222 2.022 0.432
S -5.693 -2.342 1.905 0.907
C -6.696 -3.607 1.292 -1.512
S -8.336 -3.523 1.215 0.501
S -5.776 -4.992 0.817 0.916
H -1.145 -6.255 1.983 0.023
H -2.604 -5.899 2.978 0.043
H -1.451 -4.600 2.482 -0.005
C 1.069 4.553 3.262 -0.092
C 0.570 3.293 3.559 -0.085
C 0.741 2.250 2.659 -0.141
C 1.407 2.467 1.459 -0.368
C 1.921 3.727 1.171 -0.100
C 1.748 4.769 2.070 -0.085
As 1.572 0.990 0.220 1.231
C 3.255 1.336 -0.659 -0.354
C 4.372 0.591 -0.302 -0.092
C 5.592 0.860 -0.907 -0.064
C 5.696 1.862 -1.861 -0.090
C 4.573 2.592 -2.231 -0.093
C 3.349 2.324 -1.636 -0.122
C 0.309 1.422 -1.184 -0.397
C -0.442 2.586 -1.233 -0.119
C -1.356 2.779 -2.263 -0.091
C -1.514 1.810 -3.242 -0.091
C -0.761 0.642 -3.194 -0.084
C 0.151 0.443 -2.167 -0.152
H 0.939 5.366 3.965 0.099
H 0.051 3.119 4.493 0.104
H 0.360 1.262 2.887 0.078
H 2.465 3.894 0.249 0.093
H 2.149 5.749 1.844 0.101
H 4.272 -0.246 0.379 0.070
H 6.454 0.260 -0.649 0.109
H 6.648 2.060 -2.338 0.098
H 4.645 3.358 -2.994 0.097
H 2.467 2.872 -1.949 0.097
H -0.336 3.336 -0.459 0.096
H -1.955 3.681 -2.289 0.104
H -2.234 1.958 -4.038 0.102
H -0.886 -0.120 -3.954 0.107
H 0.736 -0.471 -2.120 0.080
```

Output
LUMO energy, eV: 1.7250
Frontier orbital gap, Ha: 0.2626
Charge: -1
HOMO, eV: -5.4



No. 2
DFT (ωB97M-V/def2-TZVPD) results for a structure of composition C26H23BBr2N5O3STc.

```
62
Properties=species:S:1:pos:R:3:lowdin_charge:R:1
Tc -1.223 0.190 -0.608 1.110
C -5.479 -0.167 3.117 -0.085
C -4.697 1.141 3.195 -0.267
N -4.487 1.746 1.885 0.000
C -3.546 1.396 1.010 -0.754
S -2.280 0.267 1.503 0.606
N -3.594 1.941 -0.182 -0.009
N -2.628 1.541 -1.040 -0.172
C -2.664 2.061 -2.251 -0.258
C -3.665 3.078 -2.686 -0.015
C -1.653 1.544 -3.128 -0.206
C -1.464 1.969 -4.446 0.013
C -0.466 1.409 -5.209 -0.030
C 0.330 0.410 -4.650 -0.024
C 0.088 0.031 -3.353 -0.096
N -0.865 0.578 -2.582 -0.066
H -5.613 -0.583 4.116 0.078
H -4.937 -0.892 2.509 0.057
H -6.462 -0.005 2.673 0.076
H -3.725 0.971 3.653 0.081
H -5.237 1.868 3.800 0.118
H -5.224 2.325 1.510 0.148
H -4.291 3.352 -1.846 0.066
H -4.292 2.681 -3.488 0.098
H -3.162 3.969 -3.066 0.092
H -2.112 2.734 -4.851 0.119
H -0.299 1.733 -6.227 0.120
H 1.113 -0.067 -5.221 0.120
H 0.671 -0.768 -2.905 0.102
C -0.002 3.265 0.548 -0.022
C 0.992 2.149 0.626 -0.298
C 1.902 2.047 1.679 0.030
C 2.692 0.926 1.797 -0.014
C 2.672 -0.048 0.791 -0.192
C 3.417 -1.362 0.934 -0.436
Br 5.206 -0.669 1.436 0.936
C 2.558 -3.527 0.692 -0.158
C 1.171 -3.581 0.253 -0.539
Br 0.579 -4.529 -1.230 0.929
C 0.672 -2.413 0.656 -0.296
O 0.200 -1.557 -0.309 -0.063
C 1.812 0.179 -0.267 -0.076
N 0.931 1.192 -0.298 0.083
H 0.439 4.202 0.883 0.090
H -0.851 3.038 1.198 0.072
H -0.368 3.374 -0.471 0.075
H 1.936 2.821 2.432 0.129
H 3.321 0.800 2.666 0.099
H 3.040 -4.477 0.855 0.147
O 1.260 -1.965 1.869 0.080
B 1.550 -1.196 -0.899 -0.496
O 2.561 -2.049 -1.268 0.156
C 3.385 -2.494 -0.179 -0.271
C 4.718 -3.196 -0.233 -0.017
C 5.186 -3.695 0.931 -0.110
C 4.658 -3.615 2.342 -0.096
C 3.534 -3.057 2.840 0.009
C 2.626 -2.453 1.810 -0.264
H 5.263 -3.305 -1.161 0.132
H 6.149 -4.187 0.881 0.114
H 5.340 -4.043 3.065 0.113
H 3.315 -3.031 3.899 0.128
```

Output
LUMO energy (alpha / beta), eV: -3.4941 / -3.4044
Frontier orbital gap (alpha / beta), Ha: 0.2554 / 0.2541
Charge: +1
Multiplicity: 2
HOMO (alpha / beta), eV: -10.4 / -10.3
<S²>: 0.775



No. 3
DFT (ωB97M-V/def2-TZVPD) results for a structure of composition C26H23Br2HgN4OS3Si.

```
61
Properties=species:S:1:pos:R:3:lowdin_charge:R:1
Hg -0.221 0.551 -0.051 0.954
Br -3.164 -3.923 -0.099 0.689
C -2.487 -3.008 1.389 -0.659
C -2.909 -3.436 2.651 -0.229
C -2.586 -2.714 3.787 -0.661
Br -3.158 -3.284 5.505 0.660
C -1.820 -1.530 3.719 -0.232
C -1.466 -0.683 4.800 -0.144
C -0.702 0.440 4.592 -0.147
C -0.320 0.780 3.291 -0.209
N -0.662 0.041 2.227 -0.045
C -1.368 -1.134 2.414 -0.182
C -1.715 -1.833 1.212 -0.463
O -1.351 -1.379 0.045 -0.277
H -3.488 -4.335 2.734 0.068
H -1.804 -0.937 5.817 0.046
H -0.455 1.079 5.443 0.081
H 0.238 1.710 3.077 0.075
C -4.145 3.483 -1.314 -0.207
Si -3.178 1.929 -0.767 0.357
C -4.045 1.245 0.730 -0.176
C -3.253 0.626 -2.130 -0.194
N -1.538 2.382 -0.421 -0.173
C -0.954 3.595 -0.350 -0.395
C -1.347 4.701 -1.182 -0.068
C -0.571 5.854 -1.210 -0.125
C 0.684 5.875 -0.578 -0.148
C 0.996 4.895 0.380 -0.125
C 0.130 3.830 0.573 -0.088
H -5.231 3.355 -1.233 0.014
H -3.932 3.776 -2.360 0.021
H -3.825 4.307 -0.649 0.022
H -5.087 0.944 0.535 0.028
H -4.029 2.011 1.544 0.041
H -3.484 0.373 1.105 0.018
H -4.154 0.725 -2.783 0.022
H -3.253 -0.375 -1.652 0.016
H -2.356 0.739 -2.785 0.028
H -2.164 4.598 -1.855 0.052
H -0.935 6.710 -1.751 0.080
H 1.356 6.695 -0.763 0.067
H 1.904 4.998 0.963 0.090
H 0.312 3.141 1.404 0.069
S 6.821 -0.955 -3.084 0.514
C 5.302 -0.890 -2.391 -1.083
S 4.689 0.678 -2.022 0.928
C 3.263 -0.025 -1.342 -1.137
N 3.232 -1.368 -1.318 0.034
N 4.386 -1.839 -1.978 -0.143
C 4.580 -3.232 -2.032 -0.193
C 3.732 -4.052 -1.244 -0.017
C 3.848 -5.435 -1.287 -0.090
C 4.780 -6.059 -2.140 -0.113
C 5.612 -5.259 -2.917 -0.109
C 5.531 -3.861 -2.856 -0.060
S 2.163 1.157 -0.805 0.504
H 2.970 -3.547 -0.631 0.111
H 3.201 -6.047 -0.670 0.097
H 4.873 -7.134 -2.200 0.085
H 6.326 -5.709 -3.616 0.096
H 6.226 -3.239 -3.470 0.024
```

Output
LUMO energy (alpha / beta), eV: 3.8728 / 3.8726
Frontier orbital gap (alpha / beta), Ha: 0.1209 / 0.2079
Charge: -2
Multiplicity: 2
HOMO (alpha / beta), eV: 0.6 / -1.8
<S²>: 0.767



No. 4
DFT (ωB97M-V/def2-TZVPD) results for a structure of composition C26H23Br2N6OPtS.

```
60
Properties=species:S:1:pos:R:3:lowdin_charge:R:1
Pt -1.049 0.165 -0.201 1.372
N -1.290 2.574 3.331 0.148
C -0.982 1.841 2.267 -0.760
S -2.317 1.548 1.127 0.747
N 0.249 1.421 2.113 0.039
N 0.463 0.690 0.984 -0.184
C 1.650 0.261 0.654 -0.137
C 2.865 0.586 1.404 -0.192
C 3.967 1.102 0.709 -0.035
C 5.125 1.423 1.393 -0.033
C 5.206 1.198 2.762 -0.020
C 4.118 0.677 3.453 -0.031
C 2.942 0.392 2.785 -0.019
C 1.699 -0.587 -0.571 -0.169
C 2.836 -1.253 -0.984 0.051
C 2.806 -1.976 -2.175 0.033
C 1.643 -2.010 -2.923 0.016
C 0.518 -1.364 -2.432 -0.064
N 0.547 -0.688 -1.288 -0.038
H -2.228 2.901 3.499 0.120
H -0.561 2.868 3.964 0.140
H 3.910 1.283 -0.358 0.124
H 5.966 1.845 0.861 0.125
H 6.119 1.430 3.292 0.128
H 4.188 0.501 4.518 0.124
H 2.095 0.001 3.332 0.108
H 3.733 -1.204 -0.385 0.137
H 3.691 -2.500 -2.511 0.142
H 1.589 -2.542 -3.862 0.136
H -0.425 -1.394 -2.963 0.123
Br -3.110 -4.920 3.468 0.966
C -2.435 -3.526 2.458 -0.645
C -1.502 -2.641 2.991 -0.036
C -1.042 -1.604 2.213 -0.062
N -1.445 -1.438 0.944 -0.072
C -2.365 -2.281 0.410 -0.166
C -2.873 -3.327 1.148 -0.005
C -2.844 -1.938 -0.943 -0.182
C -3.564 -2.802 -1.740 -0.011
C -4.023 -2.361 -2.982 -0.650
Br -4.999 -3.494 -4.073 0.958
C -3.733 -1.059 -3.381 -0.041
C -2.973 -0.260 -2.554 -0.072
N -2.534 -0.687 -1.362 -0.067
H -1.145 -2.745 4.006 0.134
H -0.325 -0.896 2.603 0.111
H -3.629 -3.974 0.728 0.127
H -3.771 -3.811 -1.415 0.126
H -4.087 -0.672 -4.326 0.132
H -2.711 0.750 -2.829 0.122
C -1.003 3.694 -2.807 0.042
C -0.547 2.884 -1.647 -0.376
C 0.349 3.498 -0.644 0.034
O -0.986 1.713 -1.589 -0.169
H -0.532 4.671 -2.840 0.108
H -2.088 3.815 -2.735 0.123
H -0.803 3.154 -3.735 0.119
H 1.035 4.189 -1.131 0.119
H 0.891 2.772 -0.049 0.067
H -0.279 4.104 0.020 0.133
```

Output
LUMO energy, eV: -9.8532
Frontier orbital gap, Ha: 0.2531
Charge: +3
HOMO, eV: -16.7



Results for max |F|: 0.0110, 0.0284, 0.0491, 0.0134 (in hartree/bohr, following the order of the records).
Results for energy: -7242.9660, -7155.5789, -8084.4303, -7073.0033 (in Ha, following the order of the records).
Results for relative energy (zero: lowest compared OMol25 entry of this formula, charge and spin): 5.0, 210.4, 0.0, 0.0 (in kcal/mol, following the order of the records).